Run P
11
Properties=species:S:1:pos:R:3:lowdin_charge:R:1 method="wB97M-V/def2-TZVPD" gap_ev="7.31 / 7.24" e_homo_ev="-12.48 / -12.66" total_charge=+1
C 1.614 -0.860 0.144 0.130
C -0.229 0.460 0.012 0.160
C -2.601 -0.165 0.055 0.046
N 2.668 0.138 -0.043 0.053
O -1.180 -0.284 -0.067 -0.057
H -3.000 0.627 0.590 0.100
H -3.100 -0.994 0.400 0.095
H -2.938 -0.131 -0.904 0.087
H 2.361 1.112 -0.012 0.143
H 3.098 0.115 -0.883 0.104
H 3.306 -0.018 0.708 0.139

Run Q
11
Properties=species:S:1:pos:R:3:lowdin_charge:R:1 method="wB97M-V/def2-TZVPD" gap_ev="8.04 / 7.94" e_homo_ev="-12.74 / -12.69" total_charge=+1
C 0.708 -0.255 0.026 -0.136
C -0.443 1.819 -0.886 0.186
C -0.201 -0.956 0.930 -0.137
N -0.373 -1.131 -0.538 0.002
O -0.081 2.841 -0.413 0.151
H 0.044 -1.923 1.332 0.112
H 1.833 -0.290 -0.242 0.121
H -0.894 -0.315 1.579 0.146
H -0.299 -2.217 -0.743 0.222
H -1.003 -0.610 -1.184 0.138
H 0.710 3.038 0.140 0.196

Most stable structure, least stable structure: run Q, run P.

Run P
25
Properties=species:S:1:pos:R:3:lowdin_charge:R:1 method="wB97M-V/def2-TZVPD" gap_ev=9.61 e_homo_ev=-8.90
C 0.329 1.414 2.175 -0.114
N 0.444 1.523 0.738 -0.052
C 1.320 0.797 0.098 -0.477
C 2.394 -0.029 0.755 -0.011
N 1.514 1.109 -1.223 0.148
H -0.455 2.092 2.495 0.079
H 1.258 1.687 2.680 0.077
H 0.052 0.404 2.490 0.082
H 3.071 0.619 1.316 0.093
H 1.947 -0.735 1.453 0.084
H 2.981 -0.568 0.013 0.078
H 2.285 0.697 -1.721 0.101
H 0.799 1.682 -1.644 0.113
C -1.275 -0.909 -2.141 -0.062
C -1.282 -0.611 -0.639 -0.584
C -2.032 -1.684 0.153 -0.059
O -1.751 0.648 -0.347 -0.137
H -2.297 -0.872 -2.518 0.077
H -0.862 -1.898 -2.340 0.073
H -0.679 -0.166 -2.668 0.057
H -0.169 -0.631 -0.305 0.117
H -3.072 -1.705 -0.172 0.077
H -1.595 -2.670 0.000 0.071
H -2.030 -1.439 1.213 0.068
H -0.894 1.248 0.139 0.103

Run Q
25
Properties=species:S:1:pos:R:3:lowdin_charge:R:1 method="wB97M-V/def2-TZVPD" gap_ev=9.88 e_homo_ev=-9.06 smiles=C[C@H](N)C[C@@](C)(N)CO
C -0.010 1.323 -1.948 -0.089
C -0.702 0.019 -1.588 -0.415
N -2.128 0.252 -1.350 0.014
C -0.085 -0.846 -0.375 -0.106
C 0.430 -0.131 0.884 -0.548
C 1.771 0.582 0.668 -0.049
N -0.535 0.789 1.461 0.078
C 0.703 -1.326 1.965 -0.192
O -0.470 -2.074 2.273 -0.077
H -0.122 2.083 -1.168 0.064
H 1.058 1.166 -2.125 0.076
H -0.436 1.751 -2.865 0.077
H -0.638 -0.636 -2.466 0.128
H -2.584 0.524 -2.221 0.070
H -2.301 1.011 -0.695 0.057
H -0.886 -1.549 -0.117 0.101
H 0.728 -1.447 -0.800 0.112
H 2.243 0.833 1.625 0.083
H 1.664 1.519 0.117 0.063
H 2.467 -0.056 0.113 0.086
H -0.733 1.575 0.853 0.057
H -1.415 0.292 1.624 0.088
H 1.489 -2.011 1.630 0.119
H 1.048 -0.873 2.901 0.118
H -0.558 -2.771 1.604 0.084

Most stable structure, least stable structure: run Q, run P.

Run P
25
Properties=species:S:1:pos:R:3:lowdin_charge:R:1 method="wB97M-V/def2-TZVPD" gap_ev=10.58 e_homo_ev=-9.62 smiles=CCC[C@H](C)C(N)(N)O
C 1.257 -2.235 2.198 -0.126
C 1.440 -1.289 1.020 -0.240
C 0.055 -0.621 0.596 -0.189
C 0.269 0.501 -0.393 -0.304
C 0.717 1.789 0.288 -0.062
C -1.132 0.724 -1.190 -0.658
N -0.957 1.770 -2.168 0.097
N -1.496 -0.522 -1.831 0.085
O -2.188 1.089 -0.323 0.001
H 2.196 -2.721 2.461 0.066
H 0.900 -1.690 3.070 0.070
H 0.524 -3.003 1.957 0.070
H 2.189 -0.537 1.274 0.093
H 1.814 -1.839 0.154 0.104
H -0.562 -1.404 0.156 0.101
H -0.442 -0.244 1.491 0.114
H 0.996 0.204 -1.153 0.137
H 1.554 1.593 0.953 0.071
H -0.108 2.212 0.860 0.085
H 1.049 2.521 -0.445 0.072
H -1.838 1.936 -2.648 0.082
H -0.708 2.639 -1.712 0.067
H -0.769 -0.797 -2.480 0.088
H -2.357 -0.400 -2.356 0.084
H -2.403 0.324 0.222 0.091

Run Q
25
Properties=species:S:1:pos:R:3:lowdin_charge:R:1 method="wB97M-V/def2-TZVPD" gap_ev=9.43 e_homo_ev=-8.52 smiles="C=C(C)ON.CCNC"
C -1.617 1.327 2.588 0.048
C -1.659 1.283 1.262 -0.432
C -2.298 0.186 0.471 -0.042
O -1.068 2.319 0.577 -0.122
N -0.824 2.055 -0.812 0.041
H -2.150 0.608 3.181 0.055
H -1.161 2.154 3.102 0.060
H -2.706 -0.563 1.142 0.083
H -1.571 -0.280 -0.191 0.052
H -3.098 0.589 -0.150 0.085
H -1.482 2.636 -1.332 0.096
H 0.115 2.420 -0.975 0.095
C 1.844 -1.644 -2.400 -0.112
C 1.093 -1.686 -1.066 -0.307
N 1.437 -0.425 -0.398 -0.149
C 1.655 -0.518 1.033 -0.146
H 1.419 -0.890 -3.061 0.061
H 2.866 -1.315 -2.034 0.090
H 1.821 -2.614 -2.900 0.060
H 0.011 -1.811 -1.231 0.099
H 1.472 -2.509 -0.451 0.107
H 0.722 0.269 -0.585 0.054
H 1.780 0.491 1.432 0.077
H 2.568 -1.088 1.209 0.073
H 0.832 -0.995 1.589 0.074

Most stable structure, least stable structure: run P, run Q.

Run P
25
Properties=species:S:1:pos:R:3:lowdin_charge:R:1 method="wB97M-V/def2-TZVPD" gap_ev=9.41 e_homo_ev=-8.51 smiles=CC(C)[C@](C)(O)N(C)N
C 2.013 1.044 0.845 -0.072
C 0.528 0.805 0.505 -0.345
C 0.061 1.910 -0.451 -0.071
C 0.234 -0.652 -0.032 -0.513
C 0.822 -1.708 0.925 -0.028
O 0.908 -0.860 -1.281 -0.013
N -1.197 -1.014 -0.186 -0.198
C -1.771 -0.794 -1.510 -0.092
N -2.051 -0.492 0.859 0.043
H 2.199 2.100 1.071 0.079
H 2.302 0.479 1.737 0.077
H 2.685 0.760 0.031 0.078
H -0.010 0.948 1.451 0.128
H -1.029 1.927 -0.536 0.059
H 0.486 1.791 -1.452 0.084
H 0.356 2.897 -0.078 0.078
H 0.582 -2.723 0.583 0.085
H 0.446 -1.593 1.948 0.084
H 1.916 -1.667 0.946 0.074
H 1.628 -0.221 -1.358 0.083
H -1.757 0.256 -1.816 0.066
H -1.249 -1.385 -2.271 0.082
H -2.813 -1.135 -1.537 0.080
H -2.863 -1.102 0.986 0.084
H -2.424 0.430 0.622 0.069

Run Q
25
Properties=species:S:1:pos:R:3:lowdin_charge:R:1 method="wB97M-V/def2-TZVPD" gap_ev="7.07 / 7.36" e_homo_ev="-6.56 / -6.83"
C 1.112 0.038 -0.180 -0.654
C -1.374 -0.109 -0.225 -0.445
C -1.945 -1.164 0.679 -0.104
C -1.413 -0.469 -1.684 -0.109
C -1.816 1.289 0.087 -0.106
C 3.003 -0.038 1.667 0.007
N 0.763 -0.014 1.072 0.119
N 1.363 1.243 -0.794 0.163
O 1.507 -1.063 -0.869 0.074
H 1.517 -0.865 -1.815 0.111
H 0.614 -0.979 1.346 0.073
H 2.119 1.268 -1.463 0.104
H 1.415 2.009 -0.138 0.109
H -3.028 -1.289 0.503 0.085
H -1.483 -2.141 0.509 0.076
H -1.835 -0.899 1.733 0.073
H -2.455 -0.501 -2.053 0.086
H -0.890 0.268 -2.299 0.069
H -0.990 -1.459 -1.871 0.071
H -1.308 2.023 -0.545 0.064
H -2.897 1.415 -0.104 0.083
H -1.640 1.543 1.134 0.072
H 3.122 1.014 1.897 -0.010
H 2.880 -0.697 2.518 -0.008
H 3.659 -0.423 0.894 -0.005

Most stable structure, least stable structure: run P, run Q.

Run P
10
Properties=species:S:1:pos:R:3:lowdin_charge:R:1 method="wB97M-V/def2-TZVPD" gap_ev=9.46 e_homo_ev=-8.46 smiles=C#CNNN
C 2.657 -0.340 -0.021 0.088
C 1.539 0.086 -0.117 -0.231
N 0.293 0.559 -0.188 -0.079
N -0.726 -0.184 0.416 -0.153
N -1.832 -0.299 -0.455 -0.014
H 3.628 -0.730 -0.044 -0.001
H 0.197 1.570 -0.241 0.135
H -0.978 0.192 1.337 0.121
H -2.570 0.383 -0.288 0.067
H -2.207 -1.238 -0.399 0.066

Run Q
10
Properties=species:S:1:pos:R:3:lowdin_charge:R:1 method="wB97M-V/def2-TZVPD" gap_ev=10.57 e_homo_ev=-9.62
H -2.368 -1.105 -0.082 0.033
N -2.389 -0.092 -0.031 0.079
C -1.227 0.419 0.020 -0.311
N 0.009 -0.225 0.042 0.017
C 1.226 0.418 -0.013 -0.322
N 2.393 -0.089 -0.018 0.078
H 2.372 -1.104 0.002 0.033
H -1.123 1.527 0.083 0.124
H -0.013 -1.253 0.069 0.153
H 1.120 1.505 -0.072 0.116

Run R
10
Properties=species:S:1:pos:R:3:lowdin_charge:R:1 method="wB97M-V/def2-TZVPD" gap_ev=10.24 e_homo_ev=-9.18 smiles="C=NN1CN1"
C 0.581 0.465 -1.720 -0.073
N 0.123 0.925 -0.656 -0.074
N 0.419 0.437 0.537 -0.142
C -0.164 -0.709 1.118 -0.242
N -0.548 0.516 1.635 0.055
H 0.449 0.974 -2.686 0.061
H 1.052 -0.660 -1.682 0.119
H 0.437 -1.361 1.740 0.093
H -0.962 -1.336 0.456 0.157
H -1.388 0.750 1.257 0.046

Most stable structure, least stable structure: run Q, run R.

Run P
8
Properties=species:S:1:pos:R:3:lowdin_charge:R:1 method="wB97M-V/def2-TZVPD" gap_ev=9.90 e_homo_ev=-9.01
C 0.478 -0.067 -0.385 -0.573
C -2.373 1.147 0.565 0.000
O -2.874 0.139 0.506 0.031
S 2.004 0.412 0.404 0.610
H 0.790 -0.817 -1.102 0.013
H -0.117 0.729 -0.897 0.034
H -0.122 -0.614 0.341 0.006
H 2.215 -0.929 0.568 -0.121

Run Q
8
Properties=species:S:1:pos:R:3:lowdin_charge:R:1 method="wB97M-V/def2-TZVPD" gap_ev=9.41 e_homo_ev=-9.43
C -0.040 0.611 0.326 -0.447
C 0.977 -0.417 -0.215 -0.084
O 0.280 1.638 0.862 0.082
S -1.977 -0.581 0.139 0.498
H -2.776 0.436 -0.103 -0.259
H 0.686 -1.198 0.418 0.043
H 1.914 0.097 -0.120 0.072
H 0.937 -0.587 -1.307 0.095

Run R
8
Properties=species:S:1:pos:R:3:lowdin_charge:R:1 method="wB97M-V/def2-TZVPD" gap_ev="7.61 / 8.34" e_homo_ev="-9.07 / -9.16"
C 2.046 -0.392 -0.295 0.140
C 0.108 0.476 -0.264 -0.136
O -0.668 0.161 0.609 -0.209
S -2.841 -0.399 -0.214 0.392
H 2.697 0.357 -0.173 -0.094
H 2.273 -1.285 0.376 0.019
H -0.077 1.210 -1.050 0.086
H -3.538 -0.130 1.011 -0.197

Most stable structure, least stable structure: run P, run R.

Run P
12
Properties=species:S:1:pos:R:3:lowdin_charge:R:1 method="wB97M-V/def2-TZVPD" gap_ev=9.44 e_homo_ev=-8.62
C 1.066 -0.865 -0.333 -0.116
C 0.719 0.283 0.615 -0.259
C -0.225 1.149 -0.128 -0.299
N -1.504 1.040 -0.218 -0.333
S -2.140 -0.514 0.113 0.752
H 1.480 -0.622 -1.282 0.058
H 0.067 -1.458 -0.481 0.051
H 1.805 -1.561 0.114 0.078
H 1.569 0.828 0.852 0.086
H 0.282 -0.094 1.452 0.064
H 0.242 1.924 -0.645 0.091
H -3.360 -0.110 -0.059 -0.172

Run Q
12
Properties=species:S:1:pos:R:3:lowdin_charge:R:1 method="wB97M-V/def2-TZVPD" gap_ev=6.40 e_homo_ev=-8.69
C 0.949 0.052 -0.215 -0.386
C 0.296 -0.194 1.150 -0.185
C -0.460 -0.606 -0.095 -0.852
H 1.070 1.746 -1.653 0.090
H -0.124 1.553 -0.157 0.032
H 1.962 -0.364 -0.500 0.143
H 1.070 -1.050 1.553 0.144
H -0.336 0.399 1.925 0.134
H -0.387 -1.733 -0.368 0.115
H -3.151 -1.605 -0.445 0.151
N 0.922 1.518 -0.613 -0.036
S -1.812 0.286 -0.581 0.650

Run R
12
Properties=species:S:1:pos:R:3:lowdin_charge:R:1 method="wB97M-V/def2-TZVPD" gap_ev=9.07 e_homo_ev=-8.30 smiles="CN(C)C=S"
C 0.076 1.380 -0.046 -0.069
N 0.087 -0.078 -0.068 -0.297
C -1.123 -0.837 0.094 -0.052
C 1.253 -0.746 -0.166 -0.694
S 2.770 -0.140 0.063 0.582
H -0.361 1.833 -0.922 0.085
H -0.453 1.629 0.940 0.120
H 1.082 1.731 0.057 0.013
H -1.592 -0.674 1.075 0.101
H -1.761 -0.441 -0.624 0.067
H -0.933 -1.883 -0.077 0.085
H 0.955 -1.775 -0.327 0.060

Most stable structure, least stable structure: run R, run Q.

Run P
10
Properties=species:S:1:pos:R:3:lowdin_charge:R:1 method="wB97M-V/def2-TZVPD" gap_ev=11.06 e_homo_ev=-10.51 smiles="O=C(O)C(O)O"
O -1.005 -1.010 0.876 0.105
C -0.818 -0.117 0.078 -0.471
O -1.810 0.523 -0.513 0.144
C 0.596 0.423 -0.134 -0.410
O 1.173 -0.268 -1.195 0.046
O 1.369 0.417 1.025 0.040
H -2.679 0.166 -0.259 0.144
H 0.382 1.519 -0.334 0.181
H 1.397 -1.171 -0.928 0.115
H 1.396 -0.482 1.384 0.107

Run Q
10
Properties=species:S:1:pos:R:3:lowdin_charge:R:1 method="wB97M-V/def2-TZVPD" gap_ev=9.07 e_homo_ev=-10.45 smiles="O=CO.O=CO"
O -2.127 0.886 -0.767 0.093
C -1.911 0.105 0.104 -0.393
O -0.830 0.150 0.927 -0.007
H -2.524 -0.751 0.443 0.137
H -0.007 -0.081 0.423 0.032
O 2.013 -0.550 1.010 0.168
C 2.021 -0.219 -0.101 -0.167
O 0.695 -0.295 -1.081 -0.101
H 2.256 0.856 -0.239 0.163
H 1.113 -1.043 -1.543 0.075

Most stable structure, least stable structure: run P, run Q.

Run P
6
Properties=species:S:1:pos:R:3:lowdin_charge:R:1 method="wB97M-V/def2-TZVPD" gap_ev="8.17 / 5.93" e_homo_ev="-9.46 / -8.56"
C 2.182 -1.024 0.273 -1.248
S -2.426 0.998 -0.098 0.076
I 0.142 -0.456 -0.233 0.674
I 3.743 0.205 -0.037 0.759
H 2.151 -1.556 1.322 -0.030
H -2.265 1.683 -1.331 -0.232

Run Q
6
Properties=species:S:1:pos:R:3:lowdin_charge:R:1 method="wB97M-V/def2-TZVPD" gap_ev="5.88 / 7.25" e_homo_ev="-8.03 / -8.69"
C 0.569 0.207 0.383 -1.178
S -0.924 -0.094 -0.178 0.517
I -3.741 0.760 -0.044 -0.116
I 1.929 1.663 -0.068 0.855
H 0.963 -0.404 1.257 0.008
H -0.762 0.700 -1.246 -0.086

Run R
6
Properties=species:S:1:pos:R:3:lowdin_charge:R:1 method="wB97M-V/def2-TZVPD" gap_ev="7.01 / 7.11" e_homo_ev="-8.63 / -8.31"
C 1.420 0.761 0.468 -1.168
S -2.430 -0.732 -0.850 0.006
I -0.018 -0.753 0.339 0.831
I 2.681 0.863 -1.204 0.690
H 1.114 1.532 1.132 -0.088
H -2.767 -1.671 0.115 -0.270

Most stable structure, least stable structure: run Q, run P.

Run P
6
Properties=species:S:1:pos:R:3:lowdin_charge:R:1 method="wB97M-V/def2-TZVPD" gap_ev=8.50 e_homo_ev=-9.24
C 0.032 -0.014 -0.464 -1.590
S 1.245 -0.570 0.856 0.487
I -0.479 2.155 -0.398 0.567
I -1.855 -1.081 -0.504 0.625
H 0.537 -0.083 -1.543 0.009
H 0.520 -0.408 2.052 -0.099

Run Q
6
Properties=species:S:1:pos:R:3:lowdin_charge:R:1 method="wB97M-V/def2-TZVPD" gap_ev="6.37 / 6.38" e_homo_ev="-8.56 / -8.56"
C -0.657 -0.030 -0.590 -1.349
S 2.047 0.262 0.391 0.223
I -1.563 1.704 0.079 0.759
I -1.322 -1.867 0.066 0.767
H -0.262 0.000 -1.588 -0.080
H 1.757 -0.069 1.642 -0.321

Most stable structure, least stable structure: run P, run Q.

Run P
9
Properties=species:S:1:pos:R:3:lowdin_charge:R:1 method="wB97M-V/def2-TZVPD" gap_ev=10.59 e_homo_ev=-10.05 smiles="NC=O.O"
N 0.000 0.000 0.000 0.127
C -0.078 -0.046 1.283 -0.371
O -1.204 -0.048 1.861 -0.044
H -0.859 0.256 -0.494 0.136
H 0.874 -0.115 -0.520 0.124
H 0.936 0.058 1.740 0.144
O -3.438 0.818 2.819 -0.117
H -2.515 0.514 2.665 -0.034
H -3.787 1.014 1.920 0.034

Run Q
9
Properties=species:S:1:pos:R:3:lowdin_charge:R:1 method="wB97M-V/def2-TZVPD" gap_ev=8.36 e_homo_ev=-10.17 smiles="N=O.CO"
N 0.626 2.009 0.033 0.054
O -0.016 2.797 -0.787 -0.024
H 0.592 2.111 1.042 0.073
C -0.249 -1.513 0.086 -0.154
O -0.430 -0.363 -0.786 -0.173
H -0.731 -2.268 -0.543 0.074
H -0.744 -1.480 1.066 0.065
H 0.876 -1.661 0.241 0.096
H 0.077 0.367 -0.352 -0.010

Run R
9
Properties=species:S:1:pos:R:3:lowdin_charge:R:1 method="wB97M-V/def2-TZVPD" gap_ev=11.16 e_homo_ev=-10.40 smiles="NC=O.O"
N 1.001 1.000 -0.050 0.126
C 1.541 -0.206 0.262 -0.425
O 0.972 -1.271 0.207 0.016
H 0.022 0.997 -0.229 0.084
H 1.485 1.832 0.219 0.093
H 2.615 -0.156 0.505 0.125
O -2.722 -0.623 -0.632 -0.055
H -1.837 -0.389 -0.345 0.000
H -3.076 -1.184 0.064 0.037

Most stable structure, least stable structure: run R, run Q.